1.
The following is a DFT calculation (the ωB97M-V functional and the def2-TZVPD basis) of one molecule with the formula C11H4F16O2 in a non-equilibrium geometry.

Maximum force, eV/Å: 5.62
Gap between HOMO and LUMO, Eh: 0.2974
LUMO energy, Ha: -0.088
Molecular weight, g/mol: 472.1
SMILES: FC(F)(F)C(=C1C(C(F)(F)F)(C(F)(F)F)OCCO[C@]1(F)C(F)(F)F)C(F)(F)F

```
! wB97M-V def2-TZVPD RIJCOSX def2/J DEFGRID3
* xyz 0 1
F -1.217 3.807 -0.918
C -0.733 2.617 -1.360
F -1.778 1.832 -1.885
F -0.046 2.830 -2.452
C 0.196 1.862 -0.384
C 0.119 0.460 -0.132
C -0.194 -0.322 1.210
C 0.738 0.043 2.432
F 2.011 -0.360 2.036
F 0.492 -0.597 3.548
F 0.860 1.412 2.759
C -1.662 0.068 1.670
F -2.528 -0.022 0.602
F -2.253 -0.608 2.712
F -1.713 1.400 1.980
O 0.096 -1.744 0.987
C -0.801 -2.692 0.418
C -0.873 -2.676 -1.056
O -0.937 -1.292 -1.563
C 0.291 -0.507 -1.478
F 0.395 0.283 -2.599
C 1.660 -1.163 -1.648
F 1.766 -1.776 -2.857
F 2.050 -2.247 -0.844
F 2.732 -0.281 -1.522
C 1.125 2.819 0.338
F 1.557 3.677 -0.562
F 0.325 3.508 1.215
F 2.275 2.349 0.935
H -0.363 -3.616 0.681
H -1.779 -2.663 0.770
H -0.037 -3.220 -1.446
H -1.776 -3.181 -1.587
*
```

---

2.
The following is a DFT calculation (the ωB97M-V functional and the def2-TZVPD basis) of a 3-piece molecular cluster, C18H38ClN6O2 overall.

Maximum force, eV/Å: 1.00
Gap between HOMO and LUMO, Eh: 0.3033
LUMO energy, Ha: -0.107
Molecular weight, g/mol: 406.0

```
! wB97M-V def2-TZVPD RIJCOSX def2/J DEFGRID3
* xyz 1 1
C -4.466 -0.758 -1.660
C -3.435 -0.590 -2.785
C -2.152 -1.369 -2.533
Cl -1.460 -1.964 -4.101
N -1.139 -0.642 -1.819
C -0.944 0.660 -1.747
N 0.090 0.971 -1.003
C 0.577 -0.200 -0.576
N 1.632 -0.239 0.244
C 2.271 -1.377 0.871
C 2.887 -0.913 2.182
N 4.082 -1.089 2.538
N -0.131 -1.232 -1.082
C -0.028 -2.666 -1.005
C -0.865 -3.255 0.119
C -0.259 -4.362 0.947
N -2.039 -2.814 0.270
H -4.406 0.040 -0.931
H -5.442 -0.694 -2.120
H -4.382 -1.730 -1.195
H -3.866 -1.017 -3.676
H -3.278 0.457 -3.009
H -2.405 -2.262 -1.988
H -1.547 1.387 -2.245
H 2.026 0.664 0.447
H 1.563 -2.153 1.131
H 3.086 -1.763 0.267
H 2.194 -0.393 2.838
H 4.606 -1.590 1.817
H 0.992 -2.992 -0.886
H -0.372 -3.121 -1.926
H 0.825 -4.342 0.954
H -0.560 -5.318 0.537
H -0.632 -4.262 1.955
H -2.518 -3.279 1.036
C 1.794 -0.341 7.899
C 3.274 -0.595 8.130
O 3.894 -1.343 7.100
C 3.887 -0.752 5.815
C 4.620 0.576 5.745
H 1.276 -1.277 7.683
H 1.347 0.113 8.783
H 1.625 0.336 7.059
H 3.401 -1.190 9.034
H 3.807 0.347 8.295
H 2.857 -0.646 5.448
H 4.380 -1.467 5.161
H 4.104 1.357 6.308
H 4.698 0.907 4.709
H 5.624 0.478 6.159
C -2.807 4.969 -6.999
C -3.033 4.707 -5.521
O -3.086 3.327 -5.186
C -1.918 2.583 -5.453
C -0.700 3.051 -4.671
H -3.529 4.415 -7.600
H -2.914 6.032 -7.212
H -1.807 4.668 -7.319
H -3.999 5.112 -5.224
H -2.276 5.218 -4.915
H -1.702 2.563 -6.527
H -2.160 1.556 -5.166
H -0.351 4.031 -4.994
H 0.124 2.347 -4.802
H -0.939 3.124 -3.607
*
```

---

3.
The following is a DFT calculation (the ωB97M-V functional and the def2-TZVPD basis) of C16H13INNdO7S2 as an isolated structure in a non-equilibrium geometry.

Maximum force, eV/Å: 4.05
Gap between HOMO and LUMO (alpha / beta), Eh: 0.2939 / 0.2947
LUMO energy (alpha / beta), Ha: -0.009 / -0.009
Molecular weight, g/mol: 666.6

```
! wB97M-V def2-TZVPD RIJCOSX def2/J DEFGRID3
* xyz 0 4
Nd -0.918 -0.130 0.062
O -0.562 -1.489 1.933
S -2.002 -1.492 2.292
O -2.508 -2.707 2.843
O -2.724 -1.009 1.083
C -2.075 -0.218 3.556
C -2.748 -0.588 4.704
C -2.756 0.231 5.828
C -2.062 1.421 5.807
C -1.392 1.812 4.652
C -1.389 1.016 3.521
S -0.639 1.806 2.077
O 0.453 0.957 1.531
O -0.248 3.122 2.457
O -1.728 1.716 1.065
H -3.251 -1.545 4.720
H -3.293 -0.080 6.713
H -2.044 2.063 6.677
H -0.879 2.763 4.615
N 1.709 -1.990 -0.320
C 0.637 -2.779 -0.121
O -0.431 -2.531 -0.684
C 0.780 -3.938 0.818
I 1.515 -5.626 -0.259
H 1.666 -1.278 -1.047
H 2.553 -2.103 0.212
H -0.193 -4.201 1.215
H 1.483 -3.737 1.620
C 0.086 0.365 -2.124
C 0.653 0.753 -3.133
C 1.303 1.219 -4.320
C 0.922 0.738 -5.574
C 1.542 1.207 -6.720
C 2.550 2.157 -6.632
C 2.936 2.637 -5.389
C 2.319 2.174 -4.240
H 0.135 -0.001 -5.637
H 1.236 0.829 -7.687
H 3.032 2.523 -7.529
H 3.720 3.380 -5.313
H 2.611 2.552 -3.270
*
```

---

4.
The following is a DFT calculation (the ωB97M-V functional and the def2-TZVPD basis) of C4H4CuO as an isolated structure in a non-equilibrium geometry.

Maximum force, eV/Å: 2.33
Gap between HOMO and LUMO (alpha / beta), Eh: 0.2800 / 0.2548
LUMO energy (alpha / beta), Ha: -0.208 / -0.292
Molecular weight, g/mol: 131.6

```
! wB97M-V def2-TZVPD RIJCOSX def2/J DEFGRID3
* xyz 1 3
O 1.935 -0.164 0.568
C 1.000 -0.930 0.070
C -0.213 -0.237 -0.345
C -1.356 0.613 0.083
C -0.218 1.195 -0.650
H -0.307 -1.545 0.163
H 1.310 -1.789 -0.556
H -1.503 0.823 1.154
H -2.310 0.423 -0.434
Cu 1.662 1.610 -0.055
*
```

---

5.
The following is a DFT calculation (the ωB97M-V functional and the def2-TZVPD basis) of a 2-piece molecular cluster, C8H10INO4 overall in a non-equilibrium geometry.

Maximum force, eV/Å: 4.38
Gap between HOMO and LUMO (alpha / beta), Eh: 0.2739 / 0.2746
LUMO energy (alpha / beta), Ha: 0.019 / 0.020
Molecular weight, g/mol: 311.1

```
! wB97M-V def2-TZVPD RIJCOSX def2/J DEFGRID3
* xyz 0 1
C 2.225 -2.631 -0.459
C 0.958 2.721 -0.352
C 1.723 1.806 0.257
C -1.206 0.627 -1.275
C 0.116 -2.804 0.385
C 0.910 -4.135 0.588
C -2.620 0.823 -0.900
C 0.678 -0.813 -0.850
N 0.847 -2.042 -0.350
O 3.165 -2.105 -0.933
O -0.650 1.500 -1.922
O 2.172 -3.790 0.089
O -0.688 -0.570 -0.901
I 3.725 1.189 -0.404
H 1.305 3.187 -1.251
H -0.055 2.995 0.013
H -0.873 -2.711 0.810
H 1.263 1.556 1.210
H 0.945 -4.310 1.681
H 0.421 -5.066 0.083
H -3.037 1.415 -1.780
H -2.611 1.494 -0.078
H -3.160 -0.106 -0.689
H 1.436 -0.264 -1.329
*
```

---

6.
The following is a DFT calculation (the ωB97M-V functional and the def2-TZVPD basis) of a 5-piece molecular cluster, C27H59Br2N9O5P overall.

Maximum force, eV/Å: 0.71
Gap between HOMO and LUMO, Eh: 0.2886
LUMO energy, Ha: -0.116
Molecular weight, g/mol: 780.6

```
! wB97M-V def2-TZVPD RIJCOSX def2/J DEFGRID3
* xyz 1 1
C 4.015 -3.637 -0.877
C 2.719 -2.819 -0.682
P 3.098 -1.446 0.487
C 4.226 -0.480 -0.604
N 1.626 -0.430 0.292
C 0.379 -0.768 0.202
C -0.064 -2.133 0.546
Br 0.399 -2.503 2.352
C -0.762 -2.983 -0.197
C -1.194 -2.700 -1.594
Br -1.242 -4.672 0.452
C -0.503 0.445 0.009
C -0.667 1.117 -1.395
C -0.629 0.400 -2.742
C 0.717 -0.182 -3.145
O 1.543 0.879 -3.634
C 0.341 1.403 0.912
C -0.185 2.834 0.925
C 0.539 3.939 1.714
N -0.488 4.992 1.890
N 1.594 4.552 0.902
N 1.116 3.435 2.958
C 1.763 1.071 0.438
N 2.798 1.291 1.394
H 4.465 -3.426 -1.847
H 3.798 -4.703 -0.847
H 4.767 -3.415 -0.116
H 2.355 -2.425 -1.632
H 1.943 -3.455 -0.262
H 4.852 -1.185 -1.149
H 4.843 0.153 0.026
H 3.694 0.157 -1.309
H -1.798 -3.517 -1.980
H -1.841 -1.829 -1.596
H -0.348 -2.587 -2.272
H -1.485 0.243 0.440
H 0.072 1.915 -1.482
H -1.630 1.628 -1.340
H -0.823 1.187 -3.475
H -1.432 -0.317 -2.881
H 0.563 -0.928 -3.929
H 1.219 -0.684 -2.313
H 2.452 0.759 -3.329
H 0.264 1.010 1.933
H -1.198 2.780 1.332
H -0.304 3.243 -0.077
H -0.863 4.991 2.833
H -0.049 5.893 1.736
H 1.849 3.962 0.118
H 2.440 4.657 1.453
H 1.477 4.239 3.467
H 0.390 3.035 3.546
H 2.004 1.521 -0.527
H 2.446 1.050 2.320
H 3.142 2.240 1.375
C -5.020 -3.168 0.576
C -4.588 -1.725 0.446
O -4.002 -1.304 -0.541
N -4.866 -0.897 1.484
C -5.543 -1.210 2.727
H -4.750 -3.704 -0.328
H -4.514 -3.626 1.428
H -6.095 -3.242 0.736
H -4.568 0.055 1.332
H -6.453 -0.618 2.833
H -4.897 -1.006 3.583
H -5.816 -2.260 2.750
C 3.794 1.675 5.679
C 3.114 0.430 5.161
O 2.275 0.485 4.269
N 3.460 -0.753 5.713
C 4.420 -1.005 6.771
H 3.401 2.523 5.126
H 3.598 1.817 6.742
H 4.874 1.622 5.532
H 2.972 -1.542 5.317
H 5.216 -1.663 6.420
H 3.936 -1.475 7.627
H 4.868 -0.074 7.101
C 1.738 -4.284 -4.688
C 0.393 -4.024 -5.332
O -0.411 -3.241 -4.848
N 0.109 -4.694 -6.473
C 0.932 -5.650 -7.188
H 1.805 -3.673 -3.792
H 1.846 -5.334 -4.413
H 2.554 -4.018 -5.361
H -0.799 -4.474 -6.853
H 1.141 -5.300 -8.199
H 0.431 -6.617 -7.254
H 1.877 -5.791 -6.674
C -3.094 4.796 -0.159
C -4.041 4.390 -1.264
O -3.661 3.699 -2.197
N -5.332 4.803 -1.182
C -5.945 5.620 -0.155
H -2.123 4.393 -0.414
H -3.004 5.877 -0.060
H -3.404 4.385 0.803
H -5.906 4.493 -1.951
H -6.762 5.085 0.333
H -6.345 6.543 -0.578
H -5.211 5.882 0.599
*
```

---

7.
The following is a DFT calculation (the ωB97M-V functional and the def2-TZVPD basis) of an isolated ion of composition C8H7BrN3S and charge +1 in a non-equilibrium geometry.

Maximum force, eV/Å: 3.89
Gap between HOMO and LUMO (alpha / beta), Eh: 0.2229 / 0.2229
LUMO energy (alpha / beta), Ha: -0.204 / -0.204
Molecular weight, g/mol: 257.1

```
! wB97M-V def2-TZVPD RIJCOSX def2/J DEFGRID3
* xyz 1 1
C -1.759 1.809 0.171
C 2.876 -2.758 -0.224
C -0.451 2.063 0.370
C 4.025 -1.984 -0.226
C -2.670 0.684 -0.063
C -2.383 -0.600 -0.297
C 0.842 0.037 0.261
C 1.893 -0.817 0.142
N 1.752 -2.101 -0.028
N 0.729 1.325 0.381
N -3.977 1.074 -0.192
S 3.694 -0.358 0.053
Br -2.576 -2.320 0.072
H -2.361 2.708 0.250
H 2.846 -3.817 -0.393
H -0.229 3.107 0.558
H 5.030 -2.321 -0.391
H 1.561 1.916 0.506
H -4.172 1.987 -0.573
H -4.671 0.368 -0.377
*
```

---

8.
The following is a DFT calculation (the ωB97M-V functional and the def2-TZVPD basis) of a 9-piece molecular cluster, C96H66O21 overall in a non-equilibrium geometry.

Maximum force, eV/Å: 3.71
Gap between HOMO and LUMO, Eh: 0.2869
LUMO energy, Ha: -0.048
Molecular weight, g/mol: 1555.6
SMILES: O=C1c2ccccc2C(=O)c2ccccc21.O=C1c2ccccc2C(=O)c2ccccc21.O=C1c2ccccc2C(=O)c2ccccc21.O=C1c2ccccc2C(=O)c2ccccc21.O=C1c2ccccc2C(=O)c2ccccc21.O=C1c2ccccc2C(=O)c2ccccc21.C[C@H]1COC(=O)O1.C[C@H]1COC(=O)O1.C[C@H]1COC(=O)O1

```
! wB97M-V def2-TZVPD RIJCOSX def2/J DEFGRID3
* xyz 0 1
O 0.444 4.435 -2.891
C -0.682 4.647 -2.436
C -1.029 5.875 -1.689
C -0.243 7.067 -1.852
C -0.602 8.190 -1.125
C -1.646 8.150 -0.170
C -2.379 6.979 -0.016
C -2.048 5.874 -0.758
C -2.875 4.592 -0.604
O -3.580 4.459 0.384
C -2.915 3.670 -1.794
C -4.002 2.868 -2.024
C -4.029 1.981 -3.083
C -2.919 1.935 -3.904
C -1.812 2.744 -3.721
C -1.800 3.601 -2.667
H 0.618 7.090 -2.495
H -0.074 9.114 -1.219
H -1.754 9.051 0.421
H -3.139 6.920 0.797
H -4.938 2.901 -1.425
H -4.915 1.344 -3.154
H -2.916 1.325 -4.782
H -0.997 2.834 -4.440
O 0.760 1.824 5.502
C 1.789 1.780 4.858
C 2.400 3.039 4.296
C 1.734 4.248 4.402
C 2.187 5.382 3.733
C 3.424 5.256 3.063
C 4.178 4.081 3.038
C 3.635 2.962 3.693
C 4.560 1.747 3.763
O 5.661 1.730 3.240
C 4.099 0.575 4.607
C 4.837 -0.612 4.713
C 4.273 -1.656 5.419
C 3.056 -1.601 6.009
C 2.254 -0.507 5.794
C 2.717 0.540 5.021
H 0.782 4.319 4.868
H 1.565 6.248 3.609
H 3.854 6.136 2.450
H 5.108 4.209 2.516
H 5.810 -0.664 4.283
H 4.840 -2.600 5.570
H 2.719 -2.417 6.664
H 1.275 -0.517 6.246
O -5.826 -0.248 0.678
C -4.800 -0.312 1.373
C -4.739 -0.633 2.814
C -5.919 -1.015 3.458
C -5.949 -1.211 4.828
C -4.827 -0.892 5.572
C -3.673 -0.453 4.961
C -3.621 -0.328 3.585
C -2.358 0.116 2.937
O -1.429 0.501 3.585
C -2.299 -0.003 1.458
C -1.048 0.177 0.868
C -0.948 -0.011 -0.478
C -2.075 -0.285 -1.260
C -3.280 -0.331 -0.677
C -3.416 -0.259 0.700
H -6.697 -1.286 2.794
H -6.844 -1.486 5.328
H -4.780 -1.117 6.637
H -2.771 -0.174 5.460
H -0.130 0.316 1.404
H 0.087 -0.068 -0.931
H -2.030 -0.461 -2.335
H -4.200 -0.523 -1.223
O -4.153 -4.131 2.525
C -3.303 -3.723 1.762
C -3.590 -3.761 0.298
C -4.954 -4.043 -0.104
C -5.231 -4.053 -1.460
C -4.218 -3.818 -2.398
C -2.912 -3.565 -1.991
C -2.662 -3.471 -0.674
C -1.279 -3.204 -0.301
O -0.437 -3.150 -1.187
C -0.969 -3.103 1.138
C 0.278 -2.693 1.542
C 0.561 -2.471 2.891
C -0.451 -2.513 3.816
C -1.730 -2.932 3.410
C -1.989 -3.279 2.133
H -5.740 -4.288 0.639
H -6.278 -4.170 -1.743
H -4.393 -3.922 -3.456
H -2.101 -3.386 -2.706
H 1.020 -2.480 0.714
H 1.543 -2.173 3.134
H -0.331 -2.207 4.806
H -2.551 -3.106 4.151
O -1.900 -1.538 -4.859
C -0.942 -1.188 -5.602
C 0.455 -1.236 -5.111
C 0.659 -1.813 -3.853
C 1.999 -1.899 -3.457
C 3.055 -1.421 -4.221
C 2.780 -0.681 -5.436
C 1.512 -0.680 -5.863
C 1.096 -0.005 -7.168
O 1.914 0.627 -7.820
C -0.303 -0.125 -7.744
C -0.554 0.120 -9.082
C -1.802 -0.059 -9.574
C -2.859 -0.436 -8.706
C -2.599 -0.718 -7.416
C -1.244 -0.639 -6.931
H -0.198 -2.265 -3.311
H 2.388 -2.429 -2.570
H 4.060 -1.463 -3.788
H 3.601 -0.201 -6.047
H 0.265 0.460 -9.720
H -2.074 0.230 -10.546
H -3.856 -0.584 -9.103
H -3.289 -1.179 -6.746
O 0.656 -6.535 -2.909
C 0.789 -6.123 -1.766
C 2.044 -5.470 -1.343
C 3.008 -5.141 -2.341
C 4.143 -4.471 -1.967
C 4.309 -4.091 -0.568
C 3.375 -4.416 0.385
C 2.241 -5.112 -0.013
C 1.322 -5.646 1.074
O 1.593 -5.622 2.272
C -0.017 -6.008 0.597
C -1.063 -6.230 1.483
C -2.332 -6.529 1.061
C -2.520 -6.782 -0.267
C -1.470 -6.765 -1.179
C -0.257 -6.319 -0.737
H 2.789 -5.512 -3.365
H 4.883 -4.211 -2.732
H 5.245 -3.477 -0.297
H 3.533 -4.089 1.391
H -0.837 -6.076 2.577
H -3.184 -6.763 1.677
H -3.432 -7.166 -0.629
H -1.700 -7.006 -2.180
C -3.267 4.135 3.360
C -1.879 3.733 3.441
C -1.459 2.949 2.168
O -0.870 3.990 1.327
C -0.530 5.002 2.081
O 0.128 5.951 1.754
O -1.093 4.959 3.294
H -3.316 4.996 2.738
H -3.486 4.478 4.394
H -4.031 3.355 3.058
H -1.583 3.298 4.372
H -2.219 2.421 1.606
H -0.652 2.225 2.346
C 7.333 -0.678 1.613
C 6.078 -0.418 0.801
C 5.779 1.020 0.404
O 5.614 1.005 -1.002
C 5.928 -0.317 -1.517
O 5.890 -0.607 -2.669
O 6.266 -1.074 -0.491
H 8.243 -0.099 1.380
H 7.547 -1.792 1.634
H 7.087 -0.354 2.608
H 5.171 -0.822 1.191
H 6.537 1.768 0.705
H 4.879 1.416 0.915
C 2.340 4.153 -0.440
C 1.749 2.817 -0.593
C 2.281 1.921 -1.655
O 2.472 0.668 -0.992
C 2.319 0.802 0.301
O 2.447 -0.050 1.161
O 2.069 2.048 0.610
H 2.016 4.816 -1.272
H 3.427 4.049 -0.674
H 2.247 4.588 0.547
H 0.622 2.831 -0.738
H 3.234 2.284 -2.053
H 1.556 1.694 -2.452
*
```